Here is C20H24Cl3N5O3Re as an isolated structure in a non-equilibrium geometry from the Open Molecules 2025 dataset. Energies are from the ωB97M-V functional and the def2-TZVPD basis.

Cartesian coordinates (Å):
Re1 -0.090 1.013 -0.287
Cl1 -2.022 4.163 5.792
C1 -1.221 3.492 4.431
C2 -1.904 2.593 3.616
C3 -1.220 2.084 2.541
Cl2 -1.993 0.933 1.454
C4 0.088 2.428 2.235
O1 0.722 1.886 1.164
C5 0.749 3.331 3.065
Cl3 2.374 3.763 2.720
C6 0.095 3.856 4.163
H1 -2.928 2.315 3.824
H2 0.610 4.555 4.808
N1 4.075 3.067 -4.906
C7 2.939 2.677 -4.361
N2 1.809 2.688 -5.060
N3 3.000 2.288 -3.076
C8 2.110 1.785 -2.350
N4 1.392 1.323 -1.545
H3 4.138 3.400 -5.853
H4 4.914 3.046 -4.347
H5 1.784 3.012 -6.013
H6 0.931 2.454 -4.630
O2 -1.465 1.552 -1.399
O3 -0.939 2.721 -0.758
C9 -2.959 -1.777 -3.268
C10 -2.398 -2.039 -1.900
C11 -3.004 -2.957 -1.042
C12 -2.495 -3.267 0.223
C13 -3.159 -4.302 1.087
C14 -1.354 -2.614 0.665
C15 -0.744 -1.660 -0.158
C16 -1.253 -1.406 -1.448
N5 0.300 -0.827 0.249
C17 1.416 -1.335 1.152
C18 2.694 -0.557 0.828
C19 1.021 -1.072 2.613
C20 1.665 -2.836 0.878
H7 -3.123 -2.711 -3.806
H8 -2.293 -1.151 -3.861
H9 -3.922 -1.270 -3.191
H10 -3.896 -3.473 -1.381
H11 -4.178 -4.497 0.760
H12 -3.185 -3.988 2.131
H13 -2.607 -5.242 1.038
H14 -0.970 -2.827 1.652
H15 -0.678 -0.791 -2.139
H16 2.603 0.512 1.002
H17 3.014 -0.741 -0.199
H18 3.478 -0.924 1.490
H19 0.900 -0.005 2.805
H20 1.834 -1.432 3.246
H21 0.112 -1.588 2.912
H22 1.212 -3.177 -0.051
H23 1.286 -3.460 1.687
H24 2.737 -3.012 0.797

Output
- Charge: +2
- Energy relative to the best compared isomer or geometry (same formula, charge and spin): 46.2 kJ/mol
- Lowest unoccupied orbital energy (alpha / beta): -8.49 / -8.06 eV
- Highest occupied orbital energy (alpha / beta): -13.96 / -13.97 eV
- Spin multiplicity: 2
- Orbital gap (alpha / beta): 5.4669 / 5.9076 eV
- ⟨S²⟩: 0.8099

=====

Here is one molecule with the formula C19H26N4O3S in a non-equilibrium geometry from the Open Molecules 2025 dataset. Energies are from the ωB97M-V functional and the def2-TZVPD basis.

Cartesian coordinates (Å):
C1 -3.654 -2.777 0.749
N1 -2.653 -1.681 0.768
C2 -1.693 -1.609 -0.154
O1 -1.664 -2.316 -1.159
C3 -0.587 -0.615 0.148
C4 0.364 -1.064 1.322
C5 -0.256 -1.034 2.680
C6 -0.645 -2.130 3.379
N2 -1.232 -1.723 4.584
C7 -1.323 -0.342 4.657
C8 -1.847 0.582 5.626
C9 -1.710 1.964 5.362
C10 -1.052 2.444 4.188
C11 -0.578 1.517 3.254
C12 -0.657 0.127 3.477
N3 0.224 -0.413 -1.039
C13 0.503 0.753 -1.665
O2 0.279 1.856 -1.113
C14 1.194 0.658 -3.065
C15 2.719 0.845 -2.968
C16 3.100 2.211 -2.335
S1 2.535 3.571 -3.421
C17 1.990 4.812 -2.137
N4 0.969 -0.567 -3.870
C18 1.250 -1.852 -3.637
C19 0.841 -2.830 -4.732
O3 1.764 -2.288 -2.572
H1 -3.950 -3.004 -0.263
H2 -4.487 -2.395 1.326
H3 -3.225 -3.650 1.284
H4 -2.633 -1.040 1.554
H5 -1.090 0.333 0.421
H6 0.778 -2.046 1.106
H7 1.211 -0.359 1.319
H8 -0.571 -3.137 2.974
H9 -1.619 -2.377 5.224
H10 -2.276 0.183 6.535
H11 -2.111 2.725 6.040
H12 -0.936 3.524 3.997
H13 -0.107 1.863 2.378
H14 0.541 -1.287 -1.461
H15 0.823 1.476 -3.650
H16 3.145 0.092 -2.339
H17 3.169 0.798 -3.960
H18 4.164 2.323 -2.220
H19 2.677 2.283 -1.335
H20 1.175 4.424 -1.526
H21 1.643 5.719 -2.649
H22 2.860 5.058 -1.566
H23 0.415 -0.410 -4.695
H24 -0.173 -2.581 -5.063
H25 0.774 -3.823 -4.254
H26 1.624 -2.795 -5.503

Output
- Energy relative to the best compared isomer or geometry (same formula, charge and spin): 109.7 kJ/mol
- Lowest unoccupied orbital energy: 0.64 eV
- SMILES string: CNC(=O)[C@@H](Cc1c[nH]c2ccccc12)NC(=O)[C@@H](CCSC)NC(C)=O
- Highest occupied orbital energy: -8.15 eV
- Orbital gap: 8.7919 eV

=====

Here is C10H14AgBN6 as an isolated structure from the Open Molecules 2025 dataset. Energies are from the ωB97M-V functional and the def2-TZVPD basis.

Cartesian coordinates (Å):
Ag1 -0.137 0.155 0.058
B1 2.942 -0.572 1.531
N1 3.034 -0.076 0.059
C1 4.157 -0.011 -0.669
C2 3.820 0.248 -1.987
C3 2.427 0.323 -1.966
N2 1.968 0.122 -0.731
N3 2.005 0.329 2.387
C4 2.268 0.736 3.636
C5 1.117 1.277 4.182
C6 0.173 1.151 3.161
N4 0.719 0.575 2.091
H1 2.565 -1.723 1.567
H2 4.050 -0.447 1.998
H3 5.113 -0.149 -0.194
H4 4.483 0.372 -2.825
H5 1.737 0.526 -2.770
H6 3.256 0.610 4.045
H7 0.987 1.703 5.162
H8 -0.862 1.453 3.140
C7 -4.697 -1.582 -2.820
N5 -3.870 -0.727 -1.984
C8 -4.264 0.427 -1.350
C9 -3.182 0.858 -0.645
N6 -2.138 -0.014 -0.836
C10 -2.587 -0.951 -1.640
H9 -5.536 -1.002 -3.194
H10 -5.072 -2.431 -2.252
H11 -4.114 -1.937 -3.667
H12 -5.256 0.826 -1.462
H13 -3.085 1.730 -0.024
H14 -2.022 -1.797 -1.998

Output
- Energy relative to the best compared isomer or geometry (same formula, charge and spin): 13.6 kJ/mol
- Lowest unoccupied orbital energy: 0.33 eV
- Highest occupied orbital energy: -8.31 eV
- Orbital gap: 8.6430 eV

=====

Here is C19H26F3IrNOP2 as an isolated structure from the Open Molecules 2025 dataset. Energies are from the ωB97M-V functional and the def2-TZVPD basis.

Cartesian coordinates (Å):
Ir1 0.459 0.208 -1.081
C1 2.206 -1.624 1.460
P1 1.133 -1.714 -0.002
C2 1.949 -2.960 -1.040
C3 -0.378 -2.528 0.624
C4 -0.312 -3.791 1.208
C5 -1.453 -4.389 1.718
C6 -2.671 -3.727 1.656
C7 -2.747 -2.470 1.079
C8 -1.607 -1.863 0.556
P2 -1.691 -0.206 -0.194
C9 -3.127 -0.228 -1.300
C10 -2.138 0.926 1.148
H1 2.391 -2.626 1.849
H2 1.724 -1.026 2.231
H3 3.157 -1.163 1.191
H4 2.136 -3.880 -0.484
H5 2.902 -2.558 -1.384
H6 1.328 -3.186 -1.906
H7 0.633 -4.317 1.269
H8 -1.391 -5.371 2.167
H9 -3.562 -4.190 2.058
H10 -3.703 -1.962 1.039
H11 -4.041 -0.485 -0.764
H12 -2.964 -0.947 -2.102
H13 -3.238 0.765 -1.736
H14 -3.070 0.615 1.622
H15 -2.246 1.932 0.740
H16 -1.337 0.946 1.887
F1 0.823 5.311 3.605
C11 -0.165 4.921 2.776
F2 -0.684 6.025 2.215
F3 -1.134 4.408 3.580
C12 0.298 3.943 1.766
C13 -0.084 4.033 0.407
C14 0.257 3.046 -0.459
N1 0.979 1.914 -0.055
C15 1.446 1.892 1.257
C16 1.124 2.854 2.155
H17 -0.637 4.888 0.045
H18 -0.008 3.096 -1.508
H19 2.106 1.077 1.513
H20 1.523 2.797 3.159
C17 2.894 1.367 -2.928
O1 2.054 0.390 -3.588
C18 1.023 -0.091 -2.976
C19 0.281 -1.047 -3.854
H21 3.368 1.938 -3.719
H22 3.644 0.838 -2.344
H23 2.297 2.009 -2.285
H24 0.972 -1.621 -4.474
H25 -0.357 -0.457 -4.519
H26 -0.360 -1.711 -3.277

Output
- Charge: +1
- Energy relative to the best compared isomer or geometry (same formula, charge and spin): 0.0 kJ/mol
- Lowest unoccupied orbital energy (alpha / beta): -2.77 / -4.56 eV
- Highest occupied orbital energy (alpha / beta): -8.14 / -12.10 eV
- Spin multiplicity: 5
- Orbital gap (alpha / beta): 5.3718 / 7.5487 eV
- ⟨S²⟩: 6.0238

=====

Here is C29H48Cl2N3O4PrSSi as an isolated structure in a non-equilibrium geometry from the Open Molecules 2025 dataset. Energies are from the ωB97M-V functional and the def2-TZVPD basis.

Cartesian coordinates (Å):
C1 0.866 -4.147 -2.401
C2 0.500 -2.929 -3.197
H1 0.504 -5.071 -2.866
H2 0.491 -4.104 -1.364
H3 1.965 -4.215 -2.350
C3 -0.234 -2.957 -4.327
C4 -0.761 -4.191 -4.971
H4 -0.435 -2.035 -4.884
H5 -0.795 -5.050 -4.291
H6 -0.141 -4.464 -5.836
H7 -1.774 -4.002 -5.348
Pr1 -0.224 -0.271 0.520
Cl1 -1.369 -2.080 1.965
C5 0.439 2.321 -1.526
O1 -0.330 1.897 -0.616
N1 0.163 3.370 -2.290
C6 -1.063 4.148 -2.113
C7 1.121 3.873 -3.268
H8 1.410 1.826 -1.720
H9 -1.664 3.719 -1.309
H10 -1.633 4.149 -3.052
H11 -0.794 5.184 -1.871
H12 2.018 3.242 -3.253
H13 1.392 4.909 -3.017
H14 0.682 3.842 -4.275
H15 0.542 3.511 4.998
H16 2.240 2.161 6.187
C8 -0.068 2.606 4.883
C9 1.701 1.232 5.962
N2 0.819 1.447 4.821
H17 -0.668 2.663 3.971
C10 0.824 0.618 3.783
O2 0.175 0.832 2.722
H18 2.419 0.440 5.716
H19 1.458 -0.278 3.905
H20 -0.721 2.513 5.762
H21 1.127 0.933 6.850
H22 -1.515 -2.903 -1.635
H23 -3.027 -1.884 -4.124
C11 -2.571 -2.726 -1.369
C12 -3.756 -1.701 -3.315
N3 -3.059 -1.518 -2.040
H24 -2.631 -2.629 -0.274
C13 -3.054 -0.326 -1.421
O3 -2.455 -0.119 -0.336
H25 -4.315 -0.782 -3.537
H26 -3.628 0.456 -1.947
H27 -3.174 -3.580 -1.708
H28 -4.452 -2.554 -3.241
O4 0.418 -1.431 -1.339
C14 0.997 -1.632 -2.584
C15 -0.486 0.064 -3.752
C16 0.792 -0.447 -3.523
H29 -1.317 -0.329 -3.151
C17 -0.680 0.992 -4.777
H30 2.085 -1.752 -2.443
C18 1.900 0.080 -4.184
H31 -1.684 1.378 -4.982
C19 0.406 1.389 -5.556
C20 1.697 0.980 -5.223
H32 2.898 -0.268 -3.899
H33 0.257 2.071 -6.398
H34 2.561 1.338 -5.789
Si1 0.375 -4.516 3.845
Cl2 0.657 -4.729 1.776
C21 -1.333 -3.965 4.459
C22 1.695 -3.277 4.335
C23 0.638 -6.229 4.614
H35 -1.789 -3.230 3.775
H36 -1.232 -3.476 5.443
H37 -2.045 -4.798 4.558
H38 -0.213 -6.899 4.418
H39 0.753 -6.152 5.717
H40 1.537 -6.722 4.216
H41 1.642 -2.401 3.690
H42 2.684 -3.723 4.220
H43 1.580 -2.956 5.376
S1 2.755 0.299 0.428
C24 3.145 1.707 1.281
C25 2.256 2.799 1.480
C26 2.680 3.949 2.134
C27 4.000 4.072 2.591
C28 4.881 2.991 2.426
C29 4.459 1.829 1.797
H44 1.236 2.727 1.110
H45 1.981 4.780 2.293
H46 4.332 4.997 3.072
H47 5.909 3.057 2.788
H48 5.139 0.996 1.662

Output
- Energy relative to the best compared isomer or geometry (same formula, charge and spin): 0.0 kJ/mol
- Lowest unoccupied orbital energy (alpha / beta): 0.31 / 0.31 eV
- Highest occupied orbital energy (alpha / beta): -6.47 / -6.47 eV
- Spin multiplicity: 3
- Orbital gap (alpha / beta): 6.7744 / 6.7764 eV
- ⟨S²⟩: 2.0019

=====

Here is one molecule with the formula C5H6N2O in a non-equilibrium geometry from the Open Molecules 2025 dataset. Energies are from the ωB97M-V functional and the def2-TZVPD basis.

Cartesian coordinates (Å):
N1 -2.743 0.256 -0.006
N2 -1.839 -0.905 0.079
C1 -0.634 -0.524 -0.327
C2 0.084 0.874 -0.408
C3 1.372 1.174 -0.033
C4 2.116 -0.149 0.203
C5 1.488 -1.330 -0.042
O1 0.198 -1.450 -0.299
H1 -3.684 -0.052 0.039
H2 -2.533 0.647 1.016
H3 -0.408 1.727 -0.577
H4 1.859 2.079 -0.120
H5 3.155 0.095 0.434
H6 1.569 -2.439 0.039

Output
- Energy relative to the best compared isomer or geometry (same formula, charge and spin): 441.7 kJ/mol
- Lowest unoccupied orbital energy: 0.50 eV
- SMILES string: N/N=c1\cccco1
- Highest occupied orbital energy: -8.09 eV
- Orbital gap: 8.5971 eV